This record from OMol25 describes a molecular structure, C46H49F7OSi2. The level of theory is ωB97M-V/def2-TZVPD.

The value obtained for the energy is -85320.844 eV. The value obtained for the LUMO energy is 0.588 eV.

Geometry as ORCA input:
```
! RIJCOSX wB97M-V def2-TZVPD def2/J DEFGRID3
* xyz 0 1
C -2.609 3.579 -6.120
C -1.761 2.168 -5.844
C -2.813 1.016 -5.364
C -0.489 2.441 -4.866
Si -0.392 1.421 -3.255
O -0.214 2.599 -1.916
Si -1.261 2.173 -0.569
H -1.898 4.223 -6.825
H -3.642 3.329 -6.635
H -2.778 4.104 -5.086
H -1.344 1.845 -6.911
H -2.297 -0.036 -5.356
H -3.669 0.962 -6.195
H -3.394 1.266 -4.356
H -0.489 3.589 -4.580
H 0.491 2.255 -5.495
H 0.877 0.656 -3.276
H -1.556 0.620 -2.918
H -1.302 3.317 0.379
H -0.648 1.062 0.149
H -2.639 1.942 -0.983
F -0.529 -0.393 1.942
C -1.463 -1.275 2.323
C -1.145 -2.241 3.272
C -2.119 -3.156 3.672
C -3.397 -3.103 3.110
C -3.704 -2.133 2.154
C -2.734 -1.211 1.762
H -0.145 -2.272 3.691
H -1.883 -3.910 4.419
H -4.154 -3.820 3.419
H -4.698 -2.096 1.715
H -2.958 -0.445 1.027
F 2.346 -0.276 5.265
C 2.491 0.892 4.626
C 2.856 2.025 5.346
C 3.012 3.241 4.681
C 2.791 3.313 3.303
C 2.420 2.172 2.590
C 2.275 0.954 3.254
H 3.015 1.951 6.417
H 3.305 4.130 5.233
H 2.909 4.262 2.786
H 2.245 2.231 1.519
H 1.996 0.055 2.714
F 0.814 -0.913 -5.045
C 0.277 -2.141 -5.070
C 0.930 -3.159 -5.757
C 0.374 -4.438 -5.780
C -0.834 -4.682 -5.123
C -1.484 -3.653 -4.440
C -0.923 -2.377 -4.409
H 1.863 -2.948 -6.269
H 0.880 -5.242 -6.307
H -1.270 -5.679 -5.144
H -2.427 -3.845 -3.933
H -1.410 -1.567 -3.875
F 1.635 4.428 7.778
C 0.335 4.263 7.498
C -0.066 4.111 6.175
C -1.418 3.934 5.884
C -2.357 3.921 6.919
C -1.944 4.078 8.243
C -0.591 4.245 8.535
H 0.676 4.132 5.384
H -1.741 3.807 4.854
H -3.412 3.787 6.691
H -2.677 4.072 9.046
H -0.252 4.360 9.559
F 4.848 -2.802 -5.199
C 4.995 -1.822 -6.099
C 3.926 -0.973 -6.367
C 4.081 0.052 -7.300
C 5.299 0.210 -7.965
C 6.364 -0.651 -7.693
C 6.213 -1.668 -6.751
H 2.985 -1.116 -5.847
H 3.254 0.726 -7.511
H 5.418 1.006 -8.696
H 7.311 -0.529 -8.215
H 7.033 -2.340 -6.521
F -5.299 -4.005 4.957
C -6.233 -4.887 5.337
C -5.916 -5.853 6.286
C -6.889 -6.769 6.686
C -8.167 -6.715 6.124
C -8.474 -5.745 5.169
C -7.504 -4.823 4.777
H -4.916 -5.885 6.706
H -6.653 -7.522 7.433
H -8.925 -7.432 6.433
H -9.468 -5.708 4.729
H -7.728 -4.057 4.042
F 7.762 4.061 -1.112
C 6.828 3.178 -0.731
C 7.145 2.213 0.218
C 6.172 1.297 0.618
C 4.894 1.351 0.056
C 4.587 2.321 -0.900
C 5.557 3.243 -1.292
H 8.145 2.181 0.637
H 6.407 0.544 1.365
H 4.136 0.634 0.365
H 3.593 2.358 -1.339
H 5.333 4.009 -2.027
*
```

Mulliken population analysis, charges in e, atoms 1 to 8:
1. C -1.15
2. C 0.31
3. C -1.10
4. C -0.50
5. Si 0.39
6. O -0.30
7. Si 0.63
8. H 0.30